1.
C35H31F2N6OPtS2 | the ωB97M-V functional and the def2-TZVPD basis

Atoms and positions in Å:
Pt 0.45194 -0.57040 -1.01559
F 2.47085 0.99300 3.68983
C 2.78081 0.59154 2.43891
C 1.77195 0.31457 1.54651
C 2.05850 -0.13253 0.25307
C 3.41786 -0.23814 -0.14915
C 4.38562 0.04647 0.81778
F 5.70985 -0.05032 0.53428
C 4.11005 0.45010 2.10723
C 3.77517 -0.57284 -1.56509
C 5.08094 -0.75080 -2.04501
C 5.28109 -1.03758 -3.38312
C 4.19484 -1.15879 -4.23445
C 2.93994 -0.98405 -3.68023
N 2.74530 -0.69425 -2.40376
H 0.74603 0.44000 1.86623
H 4.90744 0.65297 2.80674
H 5.93172 -0.67492 -1.39298
H 6.28949 -1.16857 -3.75501
H 4.31365 -1.37940 -5.28634
H 2.04143 -1.07756 -4.28466
C -0.27477 1.14102 -0.44626
C -0.72605 2.22139 -0.10444
C -1.23147 3.44327 0.34393
C -2.55804 3.84923 -0.13207
C -3.52719 2.87208 -0.39663
C -4.76583 3.21657 -0.90848
C -5.06855 4.54473 -1.18302
C -4.11368 5.52278 -0.94157
C -2.87498 5.18225 -0.42181
C -0.39604 4.27063 1.20300
C -0.91876 5.31434 1.98325
C -0.09456 6.08799 2.78283
C 1.27040 5.83838 2.83944
C 1.79897 4.78444 2.10271
C 0.98152 4.00876 1.30220
H -3.28689 1.83553 -0.19397
H -5.50064 2.44347 -1.09649
H -6.03570 4.81356 -1.58793
H -4.32927 6.55894 -1.17075
H -2.13020 5.95208 -0.27006
H -1.98471 5.49734 1.98567
H -0.52397 6.88625 3.37548
H 1.91345 6.45192 3.45708
H 2.85830 4.56483 2.15378
H 1.39594 3.18634 0.73254
C -3.78987 -3.01673 2.87774
N -2.33973 -2.89959 2.84258
C -1.57021 -3.24395 3.90172
C -0.22679 -3.17848 3.84486
C 0.33454 -2.71931 2.60765
N -0.40621 -2.30754 1.60001
C -1.75478 -2.41190 1.65957
O -2.50747 -2.11722 0.73229
N 1.66935 -2.72777 2.43529
H -4.09516 -3.28112 3.88750
H -4.12506 -3.78376 2.18068
H -4.24360 -2.07219 2.58775
H -2.09909 -3.57619 4.78510
H 0.38823 -3.46474 4.68370
H 2.27832 -2.80926 3.22909
H 2.02603 -2.26733 1.60998
S -1.62198 -0.54435 -3.68029
C -0.79995 -0.53275 -2.38857
C -2.85352 -3.69119 -2.15406
N -1.58179 -3.29114 -1.60038
C -0.39976 -3.58643 -2.12778
S 1.04703 -2.96391 -1.46467
N -0.37614 -4.42011 -3.17912
C 0.82416 -4.86097 -3.86612
H -3.63059 -3.29360 -1.50692
H -2.96120 -4.77983 -2.18131
H -3.00332 -3.29156 -3.16233
H -1.60919 -2.60648 -0.84096
H -1.24456 -4.84941 -3.45119
H 1.58056 -4.08376 -3.79297
H 0.58366 -5.03778 -4.91302
H 1.22636 -5.77628 -3.42944

Cartesian forces (eV/Å) of the 6 atoms listed first:
-0.063 0.403 -0.310
0.007 -0.011 -0.016
0.010 0.004 0.018
-0.041 -0.082 -0.018
0.174 -0.296 0.084
-0.014 0.051 -0.003

As for the HOMO energy (alpha / beta): -5.773 / -7.695 eV. The expectation value of S² is 0.786. Its multiplicity is 2. The LUMO energy (alpha / beta) comes out at 0.13 / -0.13 eV. The energy relative to the best compared isomer or geometry (same formula, charge and spin) is 0.443 eV.

2.
C35H31F6N5NaO12S2Te | the ωB97M-V functional and the def2-TZVPD basis

Atoms and positions in Å:
Na 0.60556 0.90283 -1.21445
C -0.08274 -3.40908 -1.80903
C 1.21071 -3.19276 -2.59064
C 1.77618 -4.52755 -3.08282
C 2.26030 -2.43704 -1.79719
C 3.01383 -1.43232 -2.40960
C 4.02820 -0.77728 -1.71943
C 4.31523 -1.09723 -0.38798
C 5.39759 -0.37000 0.37396
C 3.55854 -2.09235 0.21967
C 2.54402 -2.74932 -0.47430
H -0.85521 -3.83820 -2.45596
H -0.45523 -2.46189 -1.41373
H 0.07262 -4.10795 -0.97700
H 0.96962 -2.57187 -3.45348
H 2.03632 -5.17192 -2.23308
H 2.68312 -4.38064 -3.67803
H 1.04122 -5.05918 -3.69899
H 2.78389 -1.15889 -3.43551
H 4.59251 0.00977 -2.21381
H 5.11247 0.66762 0.57515
H 6.33346 -0.35372 -0.19110
H 5.58788 -0.85940 1.33172
H 3.74026 -2.34218 1.26209
H 1.95806 -3.50384 0.04385
F 1.19137 2.66966 2.72023
C 1.94320 3.50489 2.01501
F 1.29032 4.62994 1.78505
F 3.01240 3.80739 2.76345
S 2.54238 2.70140 0.41837
O 1.93786 1.38019 0.28140
O 3.96713 2.71267 0.63517
N 2.19337 3.71227 -0.72520
S 0.97211 3.85966 -1.75536
O 0.14360 5.02243 -1.57045
O 0.39437 2.62867 -2.27595
C 2.01763 4.36016 -3.16457
F 1.22196 4.54933 -4.21487
F 2.92538 3.44023 -3.48237
F 2.65173 5.50528 -2.89817
Te 0.04316 -0.54670 1.81108
C -1.40550 -1.91648 2.48142
C -1.78972 -2.97789 1.66424
C -2.78318 -3.86292 2.08109
C -3.39330 -3.69196 3.31700
C -3.01270 -2.63175 4.13776
C -2.02947 -1.74401 3.71891
C 1.56921 -1.30049 3.10184
C 1.54038 -2.55796 3.69684
C 2.62870 -3.01714 4.43827
C 3.76637 -2.23310 4.59139
C 3.80597 -0.97756 3.99529
C 2.71753 -0.51769 3.26023
H -1.32480 -3.10469 0.69644
H -3.08031 -4.67879 1.43202
H -4.17498 -4.37159 3.63569
H -3.49955 -2.48159 5.09593
H -1.75002 -0.90707 4.35065
H 0.67041 -3.19380 3.58140
H 2.58416 -4.00114 4.89057
H 4.61310 -2.59702 5.16248
H 4.68601 -0.35073 4.09301
H 2.78244 0.45740 2.78774
O -5.27346 1.33903 -5.34681
N -5.48533 1.39263 -4.15029
O -6.56118 1.73070 -3.67791
C -4.38124 1.02608 -3.22680
C -4.69524 0.88773 -1.91300
C -3.67370 0.55898 -0.99124
C -2.28149 0.39311 -1.38761
O -1.33176 0.21360 -0.60743
C -2.06957 0.47933 -2.85581
C -3.10196 0.82659 -3.74769
N -0.79826 0.26266 -3.40648
O -0.59436 0.58821 -4.61954
O 0.13480 -0.33637 -2.71566
N -4.07745 0.46263 0.37318
O -5.28434 0.50484 0.65239
O -3.23533 0.27068 1.23626
H -5.69887 1.03661 -1.56292
H -2.89115 0.91805 -4.79794
O -0.37629 2.94484 0.34618
N -1.60364 3.24158 0.57070
C -2.40373 3.60103 -0.45662
C -3.71516 3.95510 -0.22037
C -4.22487 3.92340 1.06096
C -3.39459 3.51006 2.09364
C -2.09157 3.16328 1.82755
H -1.94723 3.56834 -1.43698
H -4.33019 4.21207 -1.07172
H -5.26043 4.17664 1.24945
H -3.75807 3.40599 3.10850
H -1.39147 2.77744 2.55071

Cartesian forces (eV/Å) of the 6 atoms listed first:
0.049 -0.630 0.836
-0.038 -0.058 0.102
0.002 0.077 0.056
0.046 -0.125 -0.006
0.043 -0.029 -0.097
0.127 -0.046 0.103

As for the HOMO energy (alpha / beta): -0.587 / -2.953 eV. The expectation value of S² is 0.793. Its multiplicity is 2. Its charge is -2. The LUMO energy (alpha / beta) comes out at 3.73 / 3.73 eV. The energy relative to the best compared isomer or geometry (same formula, charge and spin) is 1.206 eV.

3.
C35H31N6O4RuS3 | the ωB97M-V functional and the def2-TZVPD basis

Atoms and positions in Å:
Ru 0.32319 -0.33659 0.64563
C -5.16660 0.29736 3.08898
C -4.33380 1.32756 3.19504
C -3.13162 1.44829 2.31572
C -2.65621 0.10027 1.69916
C -3.74637 -0.91134 1.51661
C -4.90610 -0.80348 2.15769
N -1.76452 0.21466 0.58051
C -2.02164 1.21726 -0.31272
C -3.28368 1.80567 -0.57876
C -3.41283 2.77439 -1.54507
C -2.32106 3.19978 -2.31999
C -1.10167 2.59703 -2.14032
C -0.96133 1.63977 -1.13288
N 0.15357 0.81567 -0.97891
N 0.82077 0.54342 -2.03285
C 1.40628 -0.70270 -1.92365
C 2.22902 -1.19398 -2.93902
C 2.60209 -2.51470 -2.90354
C 2.13315 -3.32497 -1.86612
C 1.34349 -2.77373 -0.88458
N 0.99116 -1.47673 -0.88803
H -6.06553 0.26196 3.68946
H -4.52651 2.15486 3.86514
H -3.27658 2.22396 1.56850
H -3.52156 -1.72101 0.83591
H -5.68065 -1.54399 2.00780
H -4.16645 1.45760 -0.05663
H -4.39093 3.19956 -1.72986
H -2.45103 3.96819 -3.06813
H -0.24477 2.84720 -2.75028
H 2.52716 -0.52170 -3.72995
H 3.23431 -2.92698 -3.67766
H 2.38058 -4.37532 -1.82056
H 0.97945 -3.36011 -0.05462
S 0.42204 -2.12138 2.21108
C 1.89476 -1.96311 2.99170
N 2.34745 -2.81002 3.90561
C 3.65145 -2.60851 4.52897
C 3.87753 -1.13701 4.74875
N 3.71690 -0.43231 3.47791
C 4.61093 0.70981 3.26641
C 6.01838 0.25301 2.97119
C 7.07777 0.70579 3.74602
C 8.37448 0.28995 3.47317
C 8.61455 -0.58758 2.42860
C 7.55753 -1.04662 1.65266
C 6.26536 -0.62744 1.92055
C 2.78971 -0.80179 2.61309
S 2.59827 -0.08532 1.10474
C 1.58106 -3.97212 4.37777
C 1.12896 -3.76256 5.80224
C 1.58604 -4.59105 6.81829
C 1.19105 -4.37211 8.13189
C 0.34492 -3.31714 8.43224
C -0.11267 -2.48307 7.41905
C 0.27268 -2.70770 6.10862
H 4.43331 -3.03141 3.89104
H 3.64963 -3.13490 5.48194
H 4.89430 -0.96123 5.09661
H 3.17196 -0.73222 5.48019
H 4.58927 1.30305 4.18301
H 4.20223 1.31443 2.45905
H 6.89207 1.39121 4.56481
H 9.19414 0.65058 4.07987
H 9.62360 -0.91333 2.21559
H 7.74419 -1.72664 0.83211
H 5.44519 -0.97624 1.30252
H 2.23397 -4.84442 4.30762
H 0.74268 -4.12189 3.70244
H 2.24798 -5.41737 6.58430
H 1.54748 -5.02444 8.91764
H 0.03922 -3.14387 9.45536
H -0.77425 -1.65820 7.64740
H -0.09181 -2.05758 5.32411
O 0.14239 0.99853 2.43422
S -0.95691 0.79263 3.35090
O -1.99739 1.93342 3.11245
O -1.84579 -0.39423 2.86803
O -0.62466 0.65406 4.71915

Cartesian forces (eV/Å) of the 6 atoms listed first:
-0.201 0.153 -0.051
-0.005 0.068 0.045
-0.037 -0.022 -0.044
0.006 0.112 0.104
0.022 -0.029 0.062
0.014 -0.011 0.022

As for the HOMO energy (alpha / beta): -9.606 / -9.607 eV. Its charge is +1. The LUMO energy (alpha / beta) comes out at -3.72 / -3.72 eV. The energy relative to the best compared isomer or geometry (same formula, charge and spin) is 0.992 eV.